Molecular formula: C29H73N9O9
Method: DFT, ωB97M-V/def2-TZVPD

Results
LUMO energy (eV): -5.64
Energy above the lowest of the compared OMol25 structures with the same formula, charge and spin (kJ/mol): 560.9
Charge: +2

Positions of all 120 atoms, in Å:
C 1.003850 -1.279925 0.260633
C 1.152850 -0.079925 1.206633
C 0.041850 0.935075 1.106633
O 0.090850 1.685075 -0.188367
C -1.152150 1.861075 -0.745367
N 1.420850 -0.400925 2.668633
H 0.492850 -0.899925 3.001633
H 2.184850 -0.990925 2.564633
H 1.634850 0.499075 3.116633
H 0.267850 -2.185925 0.540633
H 1.803850 -1.857925 0.111633
H 0.749850 -0.822925 -0.602367
H 1.961850 0.533075 1.024633
H 0.083850 1.506075 1.890633
H -0.919150 0.302075 1.223633
H -1.852150 0.885075 -0.689367
H -1.334150 2.267075 -1.741367
H -1.774150 2.689075 -0.386367
C 3.119850 -1.572925 -3.280367
C 3.641850 -0.589925 -4.313367
C 3.794850 0.829075 -3.694367
O 2.475850 1.341075 -3.493367
C 1.820850 1.953075 -4.596367
N 4.965850 -1.160925 -4.725367
H 5.721850 -1.401925 -3.924367
H 4.876850 -1.855925 -5.545367
H 5.382850 -0.342925 -5.309367
H 2.061850 -1.362925 -2.956367
H 3.636850 -1.664925 -2.482367
H 3.116850 -2.653925 -3.912367
H 3.077850 -0.556925 -5.232367
H 4.285850 1.481075 -4.466367
H 4.325850 0.883075 -2.665367
H 1.740850 1.313075 -5.341367
H 2.371850 2.775075 -4.819367
H 0.912850 1.959075 -4.198367
C -4.032150 2.626075 -4.437367
C -2.627150 2.692075 -5.009367
O -1.683150 2.528075 -4.346367
N -2.641150 2.947075 -6.394367
C -1.396150 3.127075 -7.212367
H -4.325150 2.397075 -3.516367
H -4.670150 2.271075 -5.245367
H -4.462150 3.572075 -4.237367
H -3.513150 2.826075 -6.993367
H -0.508150 2.589075 -6.948367
H -1.123150 4.252075 -7.196367
H -1.560150 2.755075 -8.192367
C -1.807150 0.062075 5.221633
C -1.625150 -1.088925 4.192633
O -2.442150 -1.204925 3.297633
N -0.498150 -1.839925 4.278633
C -0.389150 -2.978925 3.413633
H -1.474150 -0.370925 6.245633
H -2.906150 0.420075 5.416633
H -1.448150 0.868075 4.658633
H 0.037850 -1.683925 4.938633
H -0.745150 -3.739925 4.028633
H 0.665850 -3.095925 3.082633
H -0.927150 -3.077925 2.532633
C -5.279150 2.367075 2.616633
C -3.827150 2.497075 2.897633
O -2.974150 1.630075 2.800633
N -3.317150 3.736075 3.139633
C -2.028150 4.078075 3.614633
H -5.589150 1.265075 2.682633
H -5.479150 2.475075 1.720633
H -6.128150 2.937075 3.146633
H -3.980150 4.441075 3.314633
H -1.511150 5.258075 3.555633
H -1.470150 3.570075 2.874633
H -1.854150 3.747075 4.553633
C -4.066150 -0.722925 0.664633
C -4.695150 -0.586925 -0.719367
O -5.909150 -0.056925 -0.777367
N -4.038150 -0.892925 -1.801367
C -4.690150 -1.013925 -3.247367
H -3.852150 -1.868925 0.509633
H -4.649150 -0.595925 1.627633
H -3.163150 -0.095925 0.973633
H -3.056150 -1.368925 -1.687367
H -4.980150 -0.026925 -3.519367
H -5.675150 -1.522925 -3.296367
H -4.011150 -1.434925 -3.944367
C -0.964150 -0.912925 -3.487367
C -0.927150 -2.126925 -2.558367
O -1.599150 -2.230925 -1.528367
N -0.040150 -3.062925 -3.101367
C 0.320850 -4.233925 -2.309367
H -1.458150 -1.222925 -4.269367
H 0.126850 -0.563925 -3.733367
H -1.604150 -0.084925 -2.844367
H 0.407850 -2.811925 -4.013367
H -0.400150 -4.508925 -1.622367
H 1.180850 -4.131925 -1.806367
H 0.317850 -4.849925 -3.178367
C 3.033850 3.296075 2.414633
C 2.225850 2.778075 3.607633
O 1.112850 3.268075 3.832633
N 2.610850 1.652075 4.293633
C 1.783850 1.047075 5.369633
H 3.464850 2.497075 1.892633
H 3.806850 3.942075 3.091633
H 2.285850 3.739075 1.783633
H 3.458850 1.245075 4.127633
H 2.383850 0.268075 5.977633
H 0.852850 0.443075 5.377633
H 1.577850 1.515075 6.322633
C 5.306850 -3.684925 2.032633
C 4.239850 -3.315925 3.048633
O 3.568850 -2.329925 2.823633
N 4.325850 -3.975925 4.266633
C 3.412850 -3.654925 5.280633
H 5.983850 -4.094925 2.648633
H 5.501850 -2.498925 1.545633
H 4.804850 -4.382925 1.201633
H 4.742850 -5.023925 4.289633
H 2.438850 -3.839925 4.981633
H 3.446850 -2.612925 5.459633
H 3.401850 -4.214925 6.096633

Atomic forces in eV per Å
C -3.12 -1.06 4.08
C -0.79 -0.38 0.04
C -2.89 -4.22 -5.12
O 1.31 -1.46 2.04
C -4.78 -1.21 -0.43
N -4.76 0.38 -1.95
H 2.25 0.99 0.38
H 2.11 -1.91 0.99
H 0.01 -0.52 0.54
H 0.70 2.75 -0.30
H 3.97 -1.60 -0.45
H -1.27 1.04 -3.10
H 2.48 0.73 -1.37
H 0.15 4.04 4.23
H 0.89 1.36 -0.52
H 1.61 2.00 -0.03
H 2.00 -0.85 -1.03
H 0.16 -0.17 1.81
C -5.49 -2.26 -7.47
C 0.32 -0.23 2.65
C -0.67 1.06 -0.33
O 1.87 -1.52 1.30
C 2.60 -0.87 2.94
N 3.20 1.56 -2.23
H -2.37 0.32 -2.37
H 0.24 0.39 2.23
H -0.09 -1.41 1.40
H 1.06 -0.15 -0.59
H 4.05 -0.50 5.35
H -0.23 2.51 2.11
H -0.43 0.12 -0.09
H 0.18 -0.30 0.77
H -0.66 -0.38 -1.84
H 0.01 -3.00 -4.08
H 0.75 3.01 -0.95
H -4.28 1.69 1.16
C 0.08 1.47 -4.65
C -4.73 0.39 -2.48
O 4.41 -0.37 1.94
N 0.31 -0.76 -0.85
C -0.71 2.36 1.15
H 0.03 -3.11 3.98
H -0.38 -0.52 0.47
H 0.11 2.27 -0.98
H 1.68 0.33 1.75
H 0.22 -0.48 1.17
H -0.36 -1.84 -0.38
H -0.59 0.20 -1.07
C -2.27 -2.80 1.90
C -3.18 2.04 0.17
O 0.85 -0.79 0.12
N -6.65 -0.24 -8.78
C 2.76 -0.52 1.04
H 0.32 1.70 -1.54
H 1.81 -1.39 -0.80
H 1.50 1.76 0.20
H 6.55 1.22 8.01
H 0.04 -2.26 0.59
H -0.39 -0.36 0.62
H -1.62 1.14 -1.43
C -1.18 -3.06 8.45
C 2.36 1.42 0.10
O -0.44 -1.69 -0.15
N -2.91 2.17 0.52
C 2.13 2.99 -3.25
H 0.70 1.36 0.52
H -1.37 1.65 -9.09
H 1.97 -0.47 -0.19
H -1.19 0.75 0.09
H -2.56 -3.15 -0.05
H 1.86 -0.69 -0.06
H 0.77 -1.14 3.00
C 1.25 -2.24 0.40
C -6.43 4.75 2.04
O 4.25 -2.23 -0.15
N 2.55 -2.61 -3.54
C -0.83 0.63 3.20
H 0.49 1.85 1.38
H -0.24 -0.23 -1.86
H -0.78 -1.05 -1.21
H -2.58 1.07 -0.15
H 0.23 0.95 -0.38
H 0.85 -0.30 0.71
H 0.82 -0.39 -0.30
C 2.03 3.59 6.56
C 1.10 0.22 -1.26
O 1.55 -0.68 -1.13
N -1.35 2.35 1.84
C -1.77 0.50 -4.32
H -2.62 -1.05 -4.62
H -2.21 -0.40 0.43
H 1.86 -1.73 -2.17
H -0.66 -0.67 1.63
H -1.94 -0.36 1.00
H 3.57 0.31 1.48
H 0.77 -2.24 0.41
C 0.73 1.00 4.25
C -3.09 0.39 -0.76
O 1.60 -0.61 0.12
N -3.52 0.37 1.41
C 1.53 -2.50 3.29
H 1.28 -1.03 -0.63
H -1.43 -0.89 -2.71
H 0.23 1.04 -0.08
H 2.58 -1.05 -0.30
H 0.20 0.70 -1.73
H 0.07 0.74 -2.17
H 0.08 2.16 -0.42
C -4.40 3.36 -3.96
C 1.75 -0.86 0.38
O -1.71 0.77 0.72
N 1.74 -3.32 -2.00
C -0.73 2.17 -2.21
H 3.51 -1.60 0.94
H 0.11 -4.04 1.30
H 1.54 1.46 1.83
H -1.19 3.60 -0.34
H -2.36 -0.17 -1.22
H 0.27 1.08 0.69
H 1.30 -2.30 3.81

Results of the Löwdin charge analysis, in e, for atoms 1 through 99: 0.013 -0.276 -0.107 -0.131 -0.153 0.242 0.157 0.061 0.096 0.148 0.022 0.035 0.118 0.055 0.152 0.118 0.066 0.089 -0.029 -0.344 -0.161 -0.180 -0.025 0.152 0.250 0.205 0.196 0.082 0.001 0.163 0.150 0.136 0.170 0.045 0.086 0.051 0.008 -0.550 0.080 -0.002 -0.073 0.031 0.087 0.081 0.160 0.045 0.115 0.059 0.003 -0.512 0.063 0.014 -0.042 0.115 0.129 0.031 0.016 0.086 0.088 0.068 0.032 -0.492 0.014 -0.004 -0.095 0.120 -0.018 0.132 0.114 0.180 0.038 0.034 -0.029 -0.544 -0.082 0.031 0.011 0.114 0.083 0.048 0.091 0.038 0.093 0.046 0.016 -0.497 0.017 -0.006 -0.038 0.011 0.100 0.137 0.144 0.072 0.035 0.093 0.024 -0.530 0.047